1:
The following is a quantum chemistry calculation of an isolated molecule of C6H13N, from the OMol25 dataset.

The lowest unoccupied orbital energy comes out at 0.0437 Ha. As for the SMILES: C/C=C/C[C@@H](C)N. The spin multiplicity is 1. The frontier orbital gap comes out at 9.74 eV.

Element x y z (Å)
C -2.1758 1.7759 -1.7616
C -0.9527 1.0881 -1.2473
C -0.3492 1.3173 -0.0613
C 0.9144 0.6356 0.3723
C 0.8751 -0.8403 1.2249
C 0.1337 -1.9254 0.4071
N 2.2216 -1.1896 1.6099
H -2.2630 2.8268 -1.5730
H -2.3220 1.2649 -2.6977
H -3.0455 1.2878 -1.2543
H -0.5705 0.4350 -2.0138
H -0.8789 1.9638 0.6659
H 1.4939 0.4956 -0.5171
H 1.4807 1.3499 1.0187
H 0.2653 -0.5768 2.1014
H -0.3344 -2.6682 1.0094
H -0.4138 -1.4545 -0.3860
H 0.9142 -2.3800 -0.2287
H 2.2576 -1.7642 2.4440
H 2.7495 -1.6419 0.8874

=====

2:
The following is a quantum chemistry calculation of an isolated molecule of C6H13N, from the OMol25 dataset.

The lowest unoccupied orbital energy comes out at 0.0410 Ha. As for the SMILES: CCC/C=C/NC. The spin multiplicity is 1. The frontier orbital gap comes out at 8.77 eV.

Element x y z (Å)
C -2.2814 0.7782 -0.1326
C -2.0280 -0.0058 -1.4450
C -0.6471 -0.7236 -1.5058
C 0.0978 -1.0217 -0.2248
C 1.1287 -0.2821 0.1831
N 1.9969 -0.5616 1.2261
C 2.7255 0.5335 1.7910
H -2.2338 1.8725 -0.2563
H -3.2980 0.5650 0.1986
H -1.5645 0.6475 0.6701
H -2.1268 0.6313 -2.3182
H -2.7998 -0.7627 -1.5753
H 0.0551 -0.0852 -2.0575
H -0.7656 -1.5720 -2.1841
H -0.4086 -1.7164 0.4399
H 1.3771 0.6182 -0.3714
H 1.9004 -1.4615 1.6452
H 3.3472 0.2597 2.6475
H 2.1497 1.3354 2.2602
H 3.3752 0.9512 1.0089

=====

Most favorable first, least favorable last: 2, 1

=====

1:
The following is a quantum chemistry calculation of an isolated molecule of C6H13N, from the OMol25 dataset.

The lowest unoccupied orbital energy comes out at 0.0398 Ha. As for the SMILES: CCC(=CN)CC. The spin multiplicity is 1. The frontier orbital gap comes out at 8.64 eV.

Element x y z (Å)
C -0.7612 -1.8152 0.8899
C -0.0037 -1.1568 -0.2924
C -0.1043 0.3961 -0.1665
C -1.2880 0.9065 -0.5531
N -2.3603 0.2376 -1.1170
C 0.9513 1.2963 0.4785
C 2.4110 0.8672 0.1376
H -1.6796 -2.3450 0.6502
H -0.0951 -2.4482 1.4808
H -1.0229 -1.0218 1.5943
H 1.0619 -1.3368 -0.2079
H -0.3348 -1.4874 -1.2691
H -1.3772 1.9809 -0.3975
H -2.9447 0.8062 -1.6923
H -2.1982 -0.6862 -1.4990
H 0.7717 2.2537 -0.0050
H 0.6608 1.3190 1.5311
H 3.0618 1.6847 -0.1567
H 2.4237 0.0047 -0.5073
H 2.8277 0.5444 1.1013

=====

2:
The following is a quantum chemistry calculation of an isolated molecule of C6H13N, from the OMol25 dataset.

The lowest unoccupied orbital energy comes out at 0.0370 Ha. As for the SMILES: CC/C(C)=C(/C)N. The spin multiplicity is 1. The frontier orbital gap comes out at 8.58 eV.

Element x y z (Å)
C -0.6086 -1.0409 -2.1520
C -1.1592 -0.7898 -0.7348
C -0.0975 -0.4398 0.3194
C 0.5643 -1.5428 1.0853
C 0.1686 0.8543 0.5085
C 0.9323 1.3147 1.7145
N -0.0756 1.8364 -0.4778
H -0.3788 -2.0970 -2.2470
H 0.1818 -0.3150 -2.3355
H -1.3170 -0.8114 -2.9560
H -1.8278 0.0728 -0.7466
H -1.7233 -1.6136 -0.3313
H 1.6510 -1.5603 1.0190
H 0.2493 -1.4239 2.1306
H 0.1816 -2.5366 0.8516
H 1.0550 2.3955 1.8194
H 0.4743 0.9729 2.6406
H 1.9692 0.9583 1.6871
H 0.1986 1.5001 -1.3881
H 0.3991 2.7068 -0.3002

=====

3:
The following is a quantum chemistry calculation of a cluster of 2 separate species, C6H13N in total, from the OMol25 dataset.

The lowest unoccupied orbital energy comes out at 0.0422 Ha. As for the SMILES: C/C=N/C.C=CC. The spin multiplicity is 1. The frontier orbital gap comes out at 10.50 eV.

Element x y z (Å)
C -1.4616 1.6957 0.2141
C -1.2099 0.2474 0.5113
N -1.4400 -0.6635 -0.3391
C -1.3346 -2.0360 0.1053
H -2.4550 1.9447 0.6019
H -0.7435 2.3635 0.7028
H -1.4472 1.8700 -0.8635
H -0.8915 0.0078 1.5418
H -0.4710 -2.5257 -0.3591
H -1.2463 -2.1392 1.1996
H -2.2275 -2.5757 -0.2268
C 1.5231 1.3140 -1.1497
C 1.4646 0.6080 -0.0324
C 1.8404 -0.8377 0.1254
H 1.2032 2.3519 -1.1959
H 1.8934 0.8779 -2.0724
H 1.1826 1.1337 0.8691
H 2.9274 -0.9297 0.1816
H 1.4243 -1.2670 1.0425
H 1.4962 -1.4501 -0.7139

=====

Most favorable first, least favorable last: 2, 1, 3